# C14H39NO6

A cluster of 5 separate species, C14H39NO6 in total (the ωB97M-V functional and the def2-TZVPD basis, OMol25).

Geometry as XYZ:
```
60
Properties=species:S:1:pos:R:3:mulliken_charge:R:1
C -2.14 7.33 -19.64 -0.318
O -2.52 6.17 -20.32 -0.496
C -3.47 6.39 -21.32 0.596
C -3.70 5.06 -22.00 -1.097
N -4.46 5.21 -23.19 -0.243
C -5.83 4.95 -22.96 -1.299
C -6.58 5.08 -24.24 -0.031
O -7.78 4.78 -24.10 -0.292
C -8.07 3.40 -23.81 -0.826
H -3.03 7.81 -19.13 0.200
H -1.58 8.04 -20.30 -0.008
H -1.48 7.01 -18.85 0.319
H -3.11 7.16 -22.11 -0.153
H -4.32 6.77 -20.83 -0.017
H -4.18 4.44 -21.35 0.463
H -2.76 4.59 -22.27 0.437
H -4.18 4.66 -23.99 0.321
H -6.22 5.57 -22.25 0.370
H -5.92 3.99 -22.60 1.142
H -6.24 4.59 -25.20 0.362
H -6.48 6.21 -24.43 -0.242
H -7.75 3.03 -22.80 0.301
H -7.71 2.70 -24.53 0.383
H -9.09 3.40 -23.78 0.301
C -3.18 7.93 -24.73 -0.683
C -4.56 8.50 -24.61 -0.267
O -5.04 8.04 -23.29 0.018
H -2.83 7.90 -25.72 0.604
H -3.16 6.89 -24.33 0.140
H -2.53 8.61 -24.19 -0.296
H -5.13 7.97 -25.37 0.231
H -4.52 9.55 -24.84 0.567
H -4.85 7.08 -23.13 -0.546
C -0.10 10.48 -23.42 -1.379
C -0.12 9.52 -22.37 0.680
O 1.19 8.87 -22.28 -0.585
H 0.72 11.20 -23.35 0.331
H -1.03 11.04 -23.56 0.349
H -0.09 10.05 -24.38 0.388
H -0.87 8.85 -22.80 -0.324
H -0.35 9.96 -21.42 0.237
H 1.23 7.96 -22.30 0.292
C -8.96 8.43 -22.93 -1.375
C -8.48 7.39 -22.02 1.093
O -8.85 7.60 -20.64 -0.602
H -8.83 9.45 -22.61 0.328
H -10.03 8.29 -23.19 0.352
H -8.39 8.32 -23.82 0.314
H -7.36 7.40 -22.11 -0.660
H -8.75 6.30 -22.33 0.267
H -9.10 6.73 -20.25 0.319
C -4.71 9.83 -20.71 -1.349
C -6.08 9.38 -20.97 0.829
O -7.00 9.61 -19.94 -0.660
H -4.75 10.92 -20.71 0.392
H -3.91 9.39 -21.32 0.156
H -4.41 9.53 -19.74 0.355
H -6.01 8.29 -21.04 -0.290
H -6.40 9.84 -21.91 0.140
H -7.64 9.01 -20.21 0.462
```

Structure (SMILES): COCCNCCOC.CCO.CCO.CCO.CCO
HOMO energy in eV: -9.4
2S+1: 1
Energy relative to the best compared isomer or geometry (same formula, charge and spin) in kcal per mole: 77.79
Gap between HOMO and LUMO in eV: 9.9

# C16H17NO

A cluster of 2 separate species, C16H17NO in total (the ωB97M-V functional and the def2-TZVPD basis, OMol25).

Geometry as XYZ:
```
35
Properties=species:S:1:pos:R:3:mulliken_charge:R:1
C -4.54 1.21 0.35 -1.410
C -3.35 -0.50 1.75 -0.521
C -3.28 0.66 0.96 0.790
C -2.18 -1.04 2.28 -0.579
C -2.04 1.16 0.62 -0.560
C -0.95 -0.50 1.94 0.439
C -0.87 0.63 1.14 -0.279
O 0.16 -0.96 2.65 -0.613
H -4.24 -1.04 1.98 0.361
H -2.21 -1.84 3.01 0.381
H -5.01 1.85 1.11 0.297
H -5.25 0.43 0.12 0.350
H -1.98 2.04 -0.02 0.297
H 0.10 1.10 1.02 0.413
H 0.89 -0.91 2.00 0.219
H -4.28 1.93 -0.42 0.365
C 0.13 -1.60 -2.47 -1.475
C 2.58 0.85 -1.02 -0.489
C 2.01 -0.43 -1.00 1.208
C 1.13 -0.55 -2.13 0.429
C 1.25 0.64 -2.78 -0.585
C 3.87 0.30 0.91 -0.459
C 3.57 1.19 -0.09 -0.773
C 3.32 -0.99 0.96 -0.506
C 2.36 -1.32 0.01 -0.429
N 2.14 1.48 -2.15 -0.032
H 4.60 0.57 1.64 0.441
H 4.10 2.14 -0.16 0.368
H 3.67 -1.79 1.60 0.411
H 1.90 -2.29 0.01 0.332
H 2.24 2.44 -2.39 0.210
H 0.63 0.86 -3.64 0.403
H 0.19 -2.54 -1.93 0.361
H 0.25 -1.90 -3.51 0.371
H -0.90 -1.28 -2.31 0.264
```

Structure (SMILES): Cc1c[nH]c2ccccc12.Cc1ccc(O)cc1
HOMO energy in eV: -8.0
2S+1: 1
Energy relative to the best compared isomer or geometry (same formula, charge and spin) in kcal per mole: 10.15
Gap between HOMO and LUMO in eV: 8.8

# C5H9N2

A structure of composition C5H9N2 (the ωB97M-V functional and the def2-TZVPD basis, OMol25).

Geometry as XYZ:
```
16
Properties=species:S:1:pos:R:3:mulliken_charge:R:1
C -0.05 -1.87 0.51 0.071
C 0.63 -1.53 -0.76 -0.437
C -1.21 -0.24 0.07 0.720
C -1.91 0.93 -0.21 -1.094
C 1.33 0.56 0.52 -0.664
N -1.50 -1.44 0.43 -0.522
N 0.29 -0.45 0.10 0.176
H 0.34 -2.36 1.54 0.301
H 0.01 -1.52 -1.70 0.239
H 1.66 -1.74 -0.99 0.330
H -2.34 1.02 -1.23 0.327
H -1.24 1.82 -0.22 0.277
H -2.96 0.99 0.22 0.361
H 1.48 0.55 1.61 0.334
H 2.30 0.23 -0.01 0.262
H 1.14 1.53 0.24 0.320
```

HOMO energy in eV: -15.1
2S+1: 1
Energy relative to the best compared isomer or geometry (same formula, charge and spin) in kcal per mole: 123.81
Gap between HOMO and LUMO in eV: 11.3
Charge: +1

# C20H32I2N4O6

A cluster of 3 separate species, C20H32I2N4O6 in total (the ωB97M-V functional and the def2-TZVPD basis, OMol25).

Geometry as XYZ:
```
64
Properties=species:S:1:pos:R:3:mulliken_charge:R:1
C -0.61 -2.55 0.72 -0.675
C -0.45 -1.32 -0.33 0.462
N 0.76 -1.25 -0.91 -0.742
C -1.61 -0.29 -0.73 -0.780
C -2.07 0.75 0.40 2.246
C -1.70 0.36 1.91 -0.425
N -1.45 -0.04 3.03 -0.666
C -3.72 0.85 0.38 -0.868
I -4.83 2.70 0.01 0.105
C -4.54 -0.31 0.64 -0.207
C -3.98 -1.77 0.98 -0.748
I -6.74 -0.13 0.56 0.026
C -1.35 2.20 0.14 0.097
C -1.53 3.20 1.42 -0.401
N -1.81 3.92 2.35 -0.561
C 0.20 2.12 -0.29 -0.330
C 1.21 1.51 0.80 -0.323
N 1.52 2.42 1.96 -0.662
H -1.54 -3.19 0.53 0.279
H -0.55 -2.15 1.81 -0.109
H 0.31 -3.24 0.62 0.349
H 0.79 -0.48 -1.59 0.299
H -2.51 -0.94 -1.11 0.550
H -1.25 0.26 -1.69 0.528
H -3.48 -2.32 0.11 0.203
H -3.25 -1.80 1.87 0.184
H -4.88 -2.43 1.29 0.420
H -1.89 2.76 -0.72 0.410
H 0.40 1.58 -1.29 0.190
H 0.54 3.22 -0.47 0.275
H 2.23 1.37 0.25 0.273
H 0.94 0.48 1.21 -0.066
H 1.44 3.41 1.68 0.307
H 0.77 2.30 2.68 0.337
C 0.73 3.98 -7.44 -1.105
C 0.88 2.94 -6.34 -0.165
O 1.10 3.57 -5.07 -0.353
C 0.00 4.09 -4.48 0.757
O -1.12 4.06 -4.93 -0.549
O 0.37 4.66 -3.33 -0.327
C -0.68 5.34 -2.65 -0.676
H 1.58 4.67 -7.44 0.294
H 0.66 3.50 -8.41 0.358
H -0.17 4.58 -7.29 0.311
H 1.77 2.33 -6.54 0.294
H 0.03 2.27 -6.30 0.299
H -1.54 4.68 -2.50 0.262
H -0.98 6.23 -3.21 0.381
H -0.32 5.65 -1.67 0.223
C 3.87 -6.71 5.04 -1.093
C 3.19 -6.70 3.69 -0.174
O 2.13 -5.74 3.65 -0.359
C 2.51 -4.46 3.52 0.758
O 3.65 -4.06 3.42 -0.551
O 1.40 -3.69 3.54 -0.357
C 1.68 -2.29 3.50 -0.589
H 3.13 -6.86 5.84 0.291
H 4.61 -7.51 5.10 0.356
H 4.37 -5.76 5.25 0.310
H 2.73 -7.68 3.50 0.286
H 3.90 -6.52 2.88 0.305
H 2.32 -2.03 2.65 0.317
H 2.13 -1.97 4.44 0.466
H 0.73 -1.76 3.39 0.053
```

HOMO energy in eV: -9.3
2S+1: 1
Gap between HOMO and LUMO in eV: 8.6

# C4H6N4

The molecule C4H6N4 (the ωB97M-V functional and the def2-TZVPD basis, OMol25).

Geometry as XYZ:
```
14
Properties=species:S:1:pos:R:3:mulliken_charge:R:1
C -0.71 -0.44 0.13 -0.149
C -3.37 -0.37 -0.07 -0.214
C -1.95 -0.06 0.11 0.043
C 0.58 0.26 0.16 0.673
N 0.85 1.52 -0.12 0.400
N 0.27 2.67 0.02 -1.130
N -3.01 0.87 0.21 -0.521
N 1.79 -0.53 -0.01 -0.659
H -0.64 -1.54 -0.02 0.175
H -4.04 -1.09 -0.23 0.368
H 1.81 1.55 -0.17 0.309
H -0.71 2.69 -0.05 0.239
H 1.50 -1.39 -0.45 0.241
H 2.24 -0.80 0.89 0.225
```

HOMO energy (spin up / spin down) in eV: -6.9 / -6.9
2S+1: 1
Energy relative to the best compared isomer or geometry (same formula, charge and spin) in kcal per mole: 150.77
Gap between HOMO and LUMO (spin up / spin down) in eV: 7.1 / 7.1

# C42H49ClHfI2N5O13

A structure of composition C42H49ClHfI2N5O13 (the ωB97M-V functional and the def2-TZVPD basis, OMol25).

Geometry as XYZ:
```
113
Properties=species:S:1:pos:R:3:mulliken_charge:R:1
Hf -2.81 -1.24 2.61 -0.274
Cl -4.66 -0.27 0.94 -0.471
I -1.14 -3.87 2.99 -0.130
I -0.39 0.18 1.41 0.375
C -4.63 3.31 -2.53 -0.595
C -4.94 4.19 -3.58 -0.534
C -3.90 5.01 -4.08 -0.360
C -2.60 4.95 -3.48 -0.052
C -2.34 4.02 -2.50 -0.331
C -3.36 3.19 -2.03 -0.598
N -1.51 5.83 -4.09 0.934
O -1.76 6.51 -5.10 -0.566
O -0.47 5.93 -3.48 -0.555
H -5.45 2.75 -2.10 0.427
H -5.96 4.24 -3.94 0.418
H -4.12 5.58 -4.97 0.464
H -1.39 3.93 -1.99 0.604
H -3.12 2.48 -1.25 0.744
C -0.24 -6.20 -4.72 -0.418
C -0.48 -7.09 -3.68 -0.576
C -0.25 -6.70 -2.37 -0.658
C 0.31 -5.42 -2.11 -0.051
C 0.64 -4.60 -3.21 -0.369
C 0.38 -5.00 -4.51 -0.588
N 0.48 -4.95 -0.71 0.941
O 0.38 -5.71 0.24 -0.602
O 0.86 -3.81 -0.58 -0.336
H -0.50 -6.42 -5.75 0.422
H -0.87 -8.06 -3.92 0.398
H -0.41 -7.30 -1.49 0.537
H 0.96 -3.57 -3.09 0.724
H 0.56 -4.33 -5.34 0.544
C 1.68 3.87 0.64 -0.838
C 2.78 3.06 0.69 0.191
C 3.90 3.33 -0.08 -0.503
C 3.78 4.31 -1.11 0.121
C 2.60 5.05 -1.28 -0.739
C 1.56 4.82 -0.37 -0.259
N 4.92 4.44 -2.06 1.052
O 4.88 5.32 -2.85 -0.617
O 5.80 3.62 -1.99 -0.605
H 0.83 3.61 1.25 0.436
H 2.74 2.24 1.39 0.340
H 4.77 2.70 0.07 0.407
H 2.44 5.75 -2.09 0.539
H 0.69 5.45 -0.45 0.475
C 4.65 -0.21 1.80 -0.492
C 3.51 -0.72 1.20 -0.053
C 3.11 -2.06 1.44 -0.802
C 3.90 -2.83 2.30 -0.007
C 5.05 -2.35 2.92 -0.478
C 5.42 -1.01 2.70 -0.679
N 3.48 -4.20 2.63 1.005
O 4.28 -4.96 3.20 -0.581
O 2.30 -4.58 2.38 -0.526
H 4.94 0.82 1.71 0.207
H 2.95 -0.13 0.49 0.789
H 2.24 -2.45 0.94 0.715
H 5.68 -2.95 3.56 0.508
H 6.21 -0.58 3.29 0.426
C -2.11 -1.54 -4.88 -0.533
C -2.16 -2.92 -4.63 -0.615
C -2.24 -3.44 -3.38 -0.339
C -2.21 -2.58 -2.32 0.033
C -2.18 -1.18 -2.52 -0.074
C -2.20 -0.60 -3.80 -0.835
N -2.31 -3.10 -0.93 0.667
O -2.43 -2.33 0.04 -0.005
O -2.28 -4.29 -0.73 -0.529
H -2.10 -1.20 -5.91 0.482
H -2.34 -3.55 -5.49 0.466
H -2.33 -4.51 -3.28 0.526
H -2.04 -0.42 -1.77 0.498
H -2.35 0.41 -4.13 0.521
C -1.04 -0.67 7.17 -0.628
C -0.44 0.54 6.59 -0.484
C -0.41 0.25 5.13 -0.397
O -1.46 -0.68 4.87 0.603
C -1.30 -1.61 5.97 -0.804
H -2.01 -0.64 7.66 0.255
H -0.36 -1.07 7.93 0.332
H 0.58 0.72 6.95 0.424
H -0.96 1.44 6.92 0.110
H 0.61 -0.02 4.85 0.470
H -0.66 1.15 4.58 -0.101
H -0.49 -2.33 5.83 0.356
H -2.15 -2.27 6.12 0.461
C 3.70 0.35 -2.28 -0.080
C 2.24 0.81 -2.65 -0.244
C 1.51 -0.53 -2.78 0.208
O 2.55 -1.41 -3.20 -0.417
C 3.72 -1.18 -2.56 -0.529
H 4.15 0.50 -1.30 -0.086
H 4.33 0.87 -3.00 0.414
H 2.21 1.36 -3.59 0.409
H 1.78 1.40 -1.86 -0.012
H 0.67 -0.54 -3.47 0.073
H 1.15 -0.93 -1.83 -0.039
H 4.52 -1.37 -3.27 0.310
H 3.77 -1.82 -1.68 0.126
C -3.43 2.93 5.01 -0.585
C -2.76 3.36 3.74 -0.527
C -3.29 2.32 2.76 -0.604
O -3.19 1.00 3.47 0.294
C -3.64 1.40 4.81 -0.318
H -4.43 3.37 5.01 0.317
H -2.90 3.15 5.94 0.297
H -1.67 3.31 3.83 0.153
H -2.99 4.39 3.48 0.484
H -2.81 2.32 1.79 0.189
H -4.31 2.45 2.40 0.350
H -3.22 0.74 5.57 0.006
H -4.70 1.20 4.90 0.449
```

HOMO energy in eV: -11.3
2S+1: 1
Gap between HOMO and LUMO in eV: 6.0
Charge: +1

# C18H52O8

A cluster of 8 separate species, C18H52O8 in total (the ωB97M-V functional and the def2-TZVPD basis, OMol25).

Geometry as XYZ:
```
78
Properties=species:S:1:pos:R:3:mulliken_charge:R:1
C -1.53 -5.06 -2.76 -1.409
C -2.55 -4.94 -1.65 0.897
C -3.46 -3.74 -1.88 -1.076
O -3.32 -6.14 -1.71 -0.561
H -2.02 -5.27 -3.71 0.381
H -0.84 -5.90 -2.56 0.346
H -0.89 -4.18 -2.84 0.299
H -2.04 -4.81 -0.68 -0.004
H -4.28 -3.71 -1.16 0.315
H -3.85 -3.80 -2.90 0.370
H -2.96 -2.77 -1.91 0.154
H -4.01 -6.08 -1.04 0.333
C -2.62 -2.66 1.69 -0.243
C -2.26 -2.73 3.17 0.171
C -0.94 -2.03 3.48 -0.808
O -3.31 -2.16 3.94 -0.607
H -3.65 -3.00 1.54 0.310
H -1.98 -3.28 1.07 -0.035
H -2.55 -1.61 1.38 -0.169
H -2.20 -3.77 3.49 0.338
H -0.96 -1.01 3.10 0.062
H -0.13 -2.52 2.92 0.200
H -0.70 -2.08 4.54 0.377
H -3.57 -1.32 3.51 0.394
C 2.31 6.03 1.06 -1.381
C 2.58 4.66 1.71 0.516
C 1.32 3.83 1.80 -0.986
O 3.52 3.91 0.89 -0.554
H 3.19 6.44 0.59 0.361
H 1.99 6.71 1.85 0.403
H 1.51 5.94 0.32 0.241
H 3.02 4.80 2.69 0.391
H 0.56 4.39 2.33 0.475
H 1.54 2.91 2.35 0.297
H 0.98 3.48 0.82 -0.064
H 4.41 4.19 1.09 0.265
C 2.77 1.64 -3.56 -1.474
C 3.33 2.55 -2.49 0.876
C 3.22 4.01 -2.86 -1.401
O 2.70 2.26 -1.23 -0.427
H 3.08 0.60 -3.39 0.313
H 3.17 1.93 -4.53 0.453
H 1.68 1.70 -3.65 0.310
H 4.39 2.29 -2.39 0.153
H 3.67 4.65 -2.09 0.341
H 2.19 4.36 -3.00 0.287
H 3.74 4.21 -3.80 0.431
H 2.93 2.98 -0.61 0.136
C 0.87 -0.03 0.82 -0.837
C 0.68 -0.46 -0.64 0.663
C -0.46 -1.43 -0.80 -1.088
O 0.43 0.68 -1.47 -0.520
H 0.00 0.56 1.11 -0.002
H 1.79 0.52 0.99 0.450
H 0.86 -0.93 1.44 0.151
H 1.63 -0.94 -0.95 0.086
H -1.43 -0.97 -0.65 0.295
H -0.33 -2.31 -0.17 0.218
H -0.51 -1.79 -1.84 0.304
H 1.20 1.27 -1.36 0.182
C 2.72 -4.28 0.29 -0.312
O 2.99 -5.33 1.20 -0.519
H 3.66 -3.82 -0.05 0.299
H 2.23 -4.56 -0.64 0.262
H 2.13 -3.47 0.74 -0.018
H 3.61 -4.96 1.83 0.302
C -1.51 3.49 -1.04 -0.290
O -1.92 2.18 -1.38 -0.543
H -0.42 3.58 -1.11 -0.142
H -1.93 4.24 -1.72 0.337
H -1.82 3.75 -0.03 0.179
H -1.11 1.67 -1.55 0.525
C -3.23 1.29 2.05 -0.286
O -3.90 0.54 3.05 -0.491
H -2.71 2.17 2.45 0.380
H -2.47 0.67 1.56 -0.133
H -3.92 1.62 1.27 0.287
H -4.28 1.16 3.68 0.270
```

Structure (SMILES): CC(C)O.CC(C)O.CC(C)O.CC(C)O.CC(C)O.CO.CO.CO
HOMO energy in eV: -9.6
2S+1: 1
Energy relative to the best compared isomer or geometry (same formula, charge and spin) in kcal per mole: 41.03
Gap between HOMO and LUMO in eV: 9.9

# C30H35BCdN6OS2

A structure of composition C30H35BCdN6OS2 (the ωB97M-V functional and the def2-TZVPD basis, OMol25).

Geometry as XYZ:
```
76
Properties=species:S:1:pos:R:3:mulliken_charge:R:1
Cd 0.95 -0.71 0.96 1.223
C -2.72 -2.73 4.79 -0.230
C -1.65 -3.62 4.92 -0.483
C -1.82 -4.94 4.52 -0.424
C -3.01 -5.34 3.95 -0.411
C -4.09 -4.48 3.91 -0.233
C -3.95 -3.14 4.39 -0.381
H -2.53 -1.69 5.05 0.346
H -0.71 -3.32 5.29 0.443
H -1.00 -5.61 4.61 0.396
H -3.15 -6.35 3.56 0.357
H -5.06 -4.87 3.61 0.350
H -4.85 -2.47 4.59 0.274
O -1.32 1.14 0.42 -0.268
C -2.42 1.57 1.13 -0.692
C -3.01 2.81 0.43 -0.298
C -3.39 2.63 -1.07 -0.898
C -2.45 3.34 -2.00 0.529
C -2.73 4.43 -2.79 -0.816
C -1.87 4.82 -3.75 -0.320
C -0.60 4.29 -3.74 -0.700
C -0.28 3.30 -2.79 -0.380
N -1.19 2.84 -1.99 0.229
H -1.05 1.78 -0.28 0.220
H -2.25 1.82 2.22 0.229
H -3.14 0.69 1.26 0.339
H -2.30 3.64 0.58 0.094
H -3.93 3.07 1.06 0.398
H -4.40 3.01 -1.24 0.374
H -3.43 1.55 -1.33 0.255
H -3.71 4.89 -2.66 0.399
H -2.18 5.58 -4.50 0.353
H 0.22 4.64 -4.37 0.375
H 0.72 2.87 -2.80 0.468
C -0.68 -0.66 -4.25 -0.619
N -0.37 -1.86 -3.50 0.307
C -0.76 -3.13 -3.90 -0.324
C -0.18 -3.99 -3.06 -0.642
N 0.63 -3.30 -2.16 0.248
B 1.33 -3.78 -0.89 0.358
N 2.76 -3.18 -0.84 0.425
C 3.69 -3.13 -1.88 -0.487
C 4.86 -2.64 -1.39 -0.527
N 4.63 -2.18 -0.13 0.262
C 5.42 -1.30 0.70 -0.885
C 3.38 -2.68 0.27 -0.310
S 2.74 -2.45 1.80 -0.530
C 0.41 -1.94 -2.39 -0.032
S 1.21 -0.67 -1.61 -0.604
H -0.42 0.18 -3.62 -0.009
H -1.73 -0.62 -4.58 0.347
H 0.02 -0.55 -5.15 0.280
H -1.38 -3.26 -4.84 0.366
H -0.20 -5.10 -3.03 0.429
H 1.24 -4.98 -0.77 -0.177
H 0.88 -3.35 0.16 -0.197
H 3.54 -3.73 -2.82 0.331
H 5.80 -2.44 -1.91 0.419
H 6.48 -1.55 0.66 0.357
H 5.18 -1.42 1.77 0.343
H 5.32 -0.20 0.42 0.264
C 1.06 0.90 2.57 -2.463
C 1.29 2.22 1.98 1.533
C 0.32 3.20 1.71 -0.201
C 0.61 4.32 0.99 -0.411
C 1.93 4.59 0.67 0.215
C 2.97 3.60 0.85 -0.946
C 2.64 2.46 1.58 -0.613
C 2.39 5.68 -0.08 0.126
N 2.74 6.63 -0.64 -0.586
H 0.10 0.65 3.11 0.507
H 1.93 0.50 3.14 0.547
H -0.71 3.21 2.10 0.430
H -0.20 4.97 0.65 0.426
H 3.93 3.81 0.50 0.547
H 3.45 1.74 1.84 0.383
```

HOMO energy in eV: -7.1
2S+1: 1
Energy relative to the best compared isomer or geometry (same formula, charge and spin) in kcal per mole: 41.22
Gap between HOMO and LUMO in eV: 7.3